[1]
Density functional theory data (wB97M-V/def2-TZVPD) for a cluster of 3 separate species, C26H45BN2O9P2S in total in a non-equilibrium geometry.

Its HOMO-LUMO gap is 7.61 eV. As for the maximum force: 0.16461 hartree/bohr. For the HOMO energy, the calculation gives -8.5 eV. The total charge is 0. Its structure (SMILES) is CN(C)B(O)c1ccc2c(c1)Sc1ccccc1N2.CCOP(=O)(OCC)OCC.CCOP(=O)(OCC)OCC.

Last column: Mulliken charge in e.
Positions of all 86 atoms, in Å:
C (-2.71, -6.31, 2.00)  -0.92
N (-3.30, -5.46, 0.90)  -0.26
C (-4.20, -4.50, 1.59)  -0.82
B (-2.09, -4.77, 0.33)  0.72
O (-1.65, -5.19, -0.93)  -0.53
C (-1.33, -3.58, 1.11)  0.42
C (-0.16, -3.76, 1.97)  -0.61
C (0.42, -2.58, 2.64)  -0.69
C (-0.12, -1.23, 2.51)  -0.27
C (-1.31, -1.11, 1.62)  0.75
C (-1.92, -2.22, 0.92)  -0.77
S (-1.98, 0.59, 1.49)  -0.11
C (-1.80, 1.16, 3.23)  0.85
C (-2.83, 1.96, 3.89)  -0.64
C (-2.60, 2.33, 5.30)  -0.48
C (-1.34, 1.91, 5.95)  -0.36
C (-0.32, 1.11, 5.28)  -0.58
C (-0.55, 0.72, 3.89)  -0.07
N (0.44, -0.06, 3.16)  -0.45
H (-1.89, -6.92, 1.49)  0.28
H (-2.21, -5.64, 2.75)  0.30
H (-3.47, -6.99, 2.46)  0.25
H (-4.38, -3.62, 0.92)  0.27
H (-3.72, -4.09, 2.53)  0.27
H (-5.20, -4.93, 1.86)  0.26
H (-2.43, -5.42, -1.47)  0.32
H (0.29, -4.78, 2.09)  0.39
H (1.32, -2.69, 3.31)  0.32
H (-2.81, -2.10, 0.26)  0.33
H (-3.75, 2.30, 3.35)  0.38
H (-3.34, 2.92, 5.88)  0.36
H (-1.17, 2.21, 7.01)  0.32
H (0.61, 0.76, 5.79)  0.39
H (0.74, 0.55, 2.39)  0.36
O (-1.89, 6.31, -3.48)  -0.79
P (-1.62, 6.07, -2.01)  1.14
O (-2.99, 5.19, -1.69)  -0.43
C (-3.37, 4.11, -2.54)  -0.41
C (-2.57, 2.85, -2.28)  -0.70
O (-2.13, 7.54, -1.45)  -0.35
C (-2.23, 8.66, -2.33)  -0.33
C (-3.62, 8.75, -2.93)  -1.00
O (-1.04, 5.83, -0.45)  -0.39
C (-1.31, 4.72, 0.39)  -0.19
C (-0.25, 3.64, 0.23)  -0.71
H (-3.30, 4.39, -3.60)  0.32
H (-4.43, 3.92, -2.34)  0.33
H (-1.51, 3.02, -2.48)  0.17
H (-2.91, 2.04, -2.92)  0.45
H (-2.67, 2.53, -1.24)  0.04
H (-1.46, 8.61, -3.10)  0.33
H (-2.04, 9.55, -1.74)  0.34
H (-3.96, 7.79, -3.33)  0.27
H (-3.65, 9.49, -3.73)  0.35
H (-4.35, 9.04, -2.17)  0.29
H (-2.32, 4.32, 0.27)  0.26
H (-1.27, 5.10, 1.42)  0.39
H (-0.05, 3.43, -0.82)  0.25
H (-0.57, 2.72, 0.73)  -0.06
H (0.69, 3.96, 0.69)  0.44
O (3.90, -1.83, -0.10)  -0.81
P (4.01, -3.02, -1.03)  1.19
O (4.85, -2.24, -2.24)  -0.40
C (5.99, -1.44, -1.93)  -0.34
C (7.23, -2.28, -1.69)  -0.91
O (2.50, -2.93, -1.68)  -0.43
C (1.46, -2.21, -1.01)  -0.02
C (1.41, -0.77, -1.47)  -1.06
O (4.12, -4.49, -1.84)  -0.34
C (5.15, -4.89, -2.72)  -0.10
C (6.25, -5.64, -1.98)  -1.13
H (5.80, -0.79, -1.08)  0.30
H (6.16, -0.79, -2.79)  0.33
H (7.10, -2.93, -0.82)  0.18
H (8.10, -1.64, -1.49)  0.41
H (7.46, -2.90, -2.55)  0.23
H (1.58, -2.29, 0.07)  0.19
H (0.52, -2.70, -1.26)  0.35
H (2.39, -0.30, -1.47)  0.30
H (0.74, -0.18, -0.83)  0.18
H (1.04, -0.71, -2.50)  0.34
H (5.55, -4.08, -3.32)  0.24
H (4.69, -5.58, -3.43)  0.35
H (6.55, -5.12, -1.08)  0.28
H (7.12, -5.78, -2.63)  0.34
H (5.90, -6.63, -1.68)  0.35


[2]
Density functional theory data (wB97M-V/def2-TZVPD) for a structure of composition C5H4NO4PdS4SbSe.

Its HOMO-LUMO gap (alpha / beta) is 6.66 / 5.80 eV. As for the maximum force: 0.00432 hartree/bohr. The value obtained for the energy relative to the best compared isomer or geometry (same formula, charge and spin) is 11.9 kcal per mole. For the HOMO energy (alpha / beta), the calculation gives -5.9 / -5.9 eV. The total charge is -1. Its expectation value of S² is 0.7593. The spin multiplicity is 2.

Last column: Mulliken charge in e.
Positions of all 21 atoms, in Å:
Pd (0.38, -0.44, 0.22)  0.03
O (2.22, 0.60, 0.61)  -0.55
S (1.49, 1.66, -0.21)  1.60
O (2.28, 2.79, -0.57)  -0.60
O (1.00, 0.82, -1.39)  -0.54
O (0.25, 1.92, 0.58)  -0.58
S (-2.95, -3.82, 1.87)  -0.38
Sb (-2.33, -1.56, 1.78)  0.70
S (-1.70, -1.09, -0.48)  -0.33
S (0.01, -1.40, 2.26)  -0.34
Se (1.36, -2.40, -0.67)  0.08
C (0.41, -3.94, -0.05)  -0.14
C (-0.58, -4.54, -0.81)  -0.03
C (-1.10, -5.76, -0.39)  -0.43
N (-0.70, -6.39, 0.71)  -0.53
C (0.24, -5.80, 1.44)  -0.32
C (0.82, -4.59, 1.11)  -0.02
H (-0.95, -4.07, -1.72)  0.36
H (-1.88, -6.24, -0.97)  0.31
H (0.54, -6.32, 2.34)  0.33
H (1.58, -4.14, 1.74)  0.38


[3]
Density functional theory data (wB97M-V/def2-TZVPD) for a cluster of 11 separate species, C36H92B2ClN22O16 in total in a non-equilibrium geometry.

Its HOMO-LUMO gap is 7.14 eV. As for the maximum force: 0.05875 hartree/bohr. For the HOMO energy, the calculation gives -10.4 eV. The total charge is +1.

Last column: Mulliken charge in e.
Positions of all 169 atoms, in Å:
C (5.60, -2.82, 1.45)  -0.91
C (5.21, -1.49, 1.48)  -0.60
C (4.33, -0.85, 2.50)  -0.95
N (2.86, -1.14, 2.30)  1.35
C (2.17, -0.28, 3.37)  -1.33
C (1.15, -0.95, 4.27)  1.19
C (0.10, 0.04, 4.79)  -0.99
Cl (2.06, -1.54, 5.75)  -0.20
C (2.44, -0.51, 1.00)  -2.47
C (1.03, -1.01, 0.62)  2.15
C (-0.14, -0.11, 1.06)  -0.34
C (-0.27, 1.20, 0.29)  -0.76
C (-0.99, 2.23, 1.19)  -1.31
C (0.00, 3.06, 1.98)  0.70
O (1.12, 2.67, 2.27)  -0.50
O (-0.38, 4.31, 2.33)  -0.52
B (0.94, -1.01, -0.97)  1.46
O (1.84, -0.35, -1.75)  -0.98
O (-0.12, -1.65, -1.61)  -0.48
C (1.03, -2.41, 1.36)  0.02
C (0.58, -3.63, 0.55)  -1.71
C (-0.95, -3.64, 0.47)  0.55
C (-1.55, -4.62, -0.56)  -1.24
C (-2.68, -3.97, -1.38)  -0.66
C (-4.05, -4.02, -0.73)  -0.81
C (-4.12, -3.34, 0.64)  0.03
C (-5.52, -3.28, 1.23)  -0.48
C (-6.37, -2.15, 0.61)  -0.57
C (-6.85, -1.08, 1.61)  -0.61
C (-7.36, -1.63, 2.95)  -0.89
C (-6.39, -1.48, 4.14)  -0.66
O (-5.09, -1.10, 3.72)  -0.20
C (-4.14, -1.32, 4.74)  -0.47
C (2.39, -2.54, 2.08)  -1.29
B (2.61, -3.70, 3.16)  0.82
N (3.76, -3.77, 4.06)  -0.63
O (1.66, -4.68, 3.27)  -0.64
H (5.20, -3.45, 0.66)  0.26
H (6.37, -3.29, 2.07)  0.53
H (5.59, -0.85, 0.67)  0.62
H (4.47, 0.23, 2.44)  0.66
H (4.65, -1.12, 3.50)  0.74
H (2.93, 0.13, 4.04)  0.94
H (1.71, 0.59, 2.91)  0.06
H (0.68, -1.85, 3.89)  -0.13
H (-0.77, 0.04, 4.14)  0.05
H (0.52, 1.04, 4.80)  0.21
H (-0.24, -0.26, 5.78)  0.49
H (2.69, 0.54, 0.87)  0.38
H (3.06, -0.97, 0.22)  0.87
H (-1.09, -0.64, 1.00)  0.38
H (-0.01, 0.14, 2.11)  -0.92
H (0.70, 1.65, 0.07)  0.26
H (-0.89, 1.13, -0.60)  0.51
H (-1.52, 2.92, 0.53)  0.54
H (-1.77, 1.78, 1.82)  0.56
H (-1.34, 4.33, 2.43)  0.35
H (1.76, -0.69, -2.65)  0.22
H (-0.68, -0.97, -2.01)  0.25
H (0.18, -2.28, 2.03)  -0.15
H (1.05, -3.69, -0.44)  0.38
H (0.85, -4.55, 1.06)  0.51
H (-1.35, -2.64, 0.34)  -0.53
H (-1.28, -3.97, 1.46)  0.75
H (-2.00, -5.45, -0.01)  0.42
H (-0.77, -5.01, -1.22)  0.55
H (-2.74, -4.53, -2.32)  0.44
H (-2.39, -2.95, -1.66)  0.14
H (-4.73, -3.46, -1.39)  0.32
H (-4.46, -5.03, -0.70)  0.22
H (-3.50, -3.92, 1.33)  0.28
H (-3.67, -2.35, 0.55)  -0.06
H (-5.41, -3.17, 2.31)  0.25
H (-6.05, -4.22, 1.06)  0.37
H (-7.24, -2.58, 0.13)  0.29
H (-5.78, -1.68, -0.18)  0.44
H (-7.70, -0.58, 1.14)  0.02
H (-6.09, -0.31, 1.73)  0.45
H (-7.58, -2.69, 2.82)  0.32
H (-8.31, -1.16, 3.18)  0.49
H (-6.31, -2.45, 4.63)  0.30
H (-6.81, -0.78, 4.87)  0.46
H (-4.33, -0.71, 5.62)  0.36
H (-4.09, -2.38, 4.99)  0.36
H (-3.17, -1.01, 4.34)  -0.18
H (3.00, -2.91, 1.25)  0.03
H (3.94, -2.89, 4.53)  0.20
H (4.61, -4.12, 3.63)  0.33
H (2.03, -5.51, 2.95)  0.29
C (1.02, 2.91, -4.76)  0.59
O (1.05, 2.88, -5.98)  -0.64
N (1.69, 2.00, -3.99)  -0.18
N (0.34, 3.87, -4.07)  -0.34
H (1.68, 2.00, -2.99)  0.09
H (2.20, 1.29, -4.47)  0.09
H (-0.16, 4.56, -4.60)  0.21
H (0.31, 3.92, -3.07)  0.15
C (5.50, 0.33, -4.13)  0.70
O (5.53, -0.67, -3.42)  -0.64
N (6.00, 1.54, -3.73)  -0.35
N (4.96, 0.31, -5.39)  -0.41
H (5.97, 2.36, -4.30)  0.16
H (6.41, 1.59, -2.81)  0.21
H (4.59, -0.56, -5.72)  0.22
H (4.92, 1.12, -5.99)  0.17
C (8.90, 1.65, -0.91)  0.69
O (7.67, 1.68, -0.88)  -0.74
N (9.67, 2.76, -0.81)  -0.29
N (9.58, 0.47, -1.04)  -0.32
H (10.68, 2.75, -0.83)  0.17
H (9.20, 3.64, -0.70)  0.18
H (9.03, -0.36, -1.13)  0.19
H (10.58, 0.40, -1.06)  0.14
C (-10.89, -1.52, -0.31)  0.52
O (-10.33, -2.30, 0.45)  -0.64
N (-12.20, -1.65, -0.67)  -0.34
N (-10.24, -0.45, -0.87)  -0.16
H (-12.67, -1.03, -1.30)  0.15
H (-12.71, -2.42, -0.28)  0.17
H (-9.28, -0.33, -0.63)  0.17
H (-10.67, 0.20, -1.50)  0.21
C (12.40, 4.87, -2.42)  0.64
O (12.25, 3.93, -1.64)  -0.70
N (11.53, 5.08, -3.46)  -0.36
N (13.42, 5.75, -2.33)  -0.30
H (11.63, 5.83, -4.11)  0.17
H (10.76, 4.44, -3.56)  0.22
H (14.07, 5.62, -1.57)  0.12
H (13.56, 6.52, -2.95)  0.15
C (-9.37, 2.07, -3.69)  0.73
O (-10.21, 2.07, -2.79)  -0.84
N (-8.08, 2.42, -3.48)  -0.34
N (-9.70, 1.71, -4.96)  -0.42
H (-7.39, 2.42, -4.20)  0.16
H (-7.83, 2.73, -2.55)  0.21
H (-10.65, 1.46, -5.14)  0.23
H (-9.04, 1.70, -5.72)  0.16
C (14.65, 8.51, -0.34)  0.68
O (14.68, 8.47, -1.56)  -0.64
N (15.30, 7.60, 0.44)  -0.39
N (13.96, 9.48, 0.34)  -0.39
H (15.29, 7.61, 1.44)  0.16
H (15.82, 6.88, -0.03)  0.21
H (13.48, 10.16, -0.20)  0.22
H (13.93, 9.53, 1.34)  0.16
C (-9.16, 4.62, -0.54)  0.59
O (-8.27, 4.60, -1.40)  -0.69
N (-10.25, 3.82, -0.59)  -0.24
N (-9.09, 5.47, 0.53)  -0.40
H (-10.96, 3.84, 0.12)  0.18
H (-10.35, 3.18, -1.37)  0.26
H (-8.29, 6.08, 0.59)  0.22
H (-9.79, 5.52, 1.24)  0.15
C (-14.43, -3.68, -3.17)  0.61
O (-14.16, -2.57, -2.75)  -0.61
N (-13.46, -4.62, -3.41)  -0.36
N (-15.71, -4.08, -3.42)  -0.40
H (-13.66, -5.54, -3.76)  0.17
H (-12.51, -4.35, -3.23)  0.22
H (-16.44, -3.42, -3.25)  0.22
H (-15.95, -4.99, -3.76)  0.16
C (10.27, -2.84, 1.01)  0.68
O (10.33, -2.86, -0.21)  -0.63
N (10.86, -3.78, 1.79)  -0.41
N (9.58, -1.86, 1.68)  -0.32
H (10.82, -3.78, 2.79)  0.16
H (11.37, -4.51, 1.33)  0.23
H (9.14, -1.15, 1.13)  0.11
H (9.51, -1.82, 2.68)  0.18